(i)
{"formula": "C3H6N4S", "method": "ωB97M-V with the def2-TZVPD basis set", "charge": 0, "orbital_gap_ev": [6.5, 8.3], "e_lumo_ev": [-0.38, 0.52], "symbols": ["C", "C", "C", "N", "N", "N", "N", "S", "H", "H", "H", "H", "H", "H"], "coordinates": [[-2.034, 0.329, -0.202], [-1.174, -0.713, 0.498], [1.377, -0.390, -0.665], [-1.009, 1.360, -0.612], [0.094, 1.526, -0.856], [3.055, 0.565, 0.695], [2.208, -0.271, 0.326], [0.108, -1.581, -0.533], [-2.578, 0.056, -1.104], [-2.761, 0.754, 0.453], [-0.697, -0.149, 1.311], [-1.748, -1.599, 0.827], [1.563, -0.086, -1.608], [3.596, 0.200, 1.471]], "nbo_charge": [-0.27, -0.54, -0.20, -0.09, 0.02, -0.38, -0.19, 0.21, 0.24, 0.23, 0.23, 0.24, 0.20, 0.32]}

***

(ii)
{"formula": "C3H6N4S", "method": "ωB97M-V with the def2-TZVPD basis set", "charge": 0, "orbital_gap_ev": 8.8, "e_lumo_ev": 0.53, "smiles": "C/N=C1\\NN=CNS1", "symbols": ["C", "C", "C", "H", "H", "H", "H", "H", "H", "N", "N", "N", "N", "S"], "coordinates": [[-0.102, 2.503, 0.660], [-0.569, 0.198, 0.091], [0.510, -2.331, -0.857], [-0.542, 3.683, 0.482], [0.061, 2.514, 1.913], [1.049, 2.401, 0.097], [1.480, 0.589, 0.248], [1.186, -3.194, -1.134], [-1.295, -3.145, -0.347], [-0.989, 1.353, 0.484], [0.675, -0.122, -0.110], [1.176, -1.190, -0.787], [-0.834, -2.346, -0.330], [-1.803, -0.913, -0.409]], "nbo_charge": [-0.46, 0.24, 0.19, 0.23, 0.20, 0.15, 0.42, 0.23, 0.39, -0.54, -0.46, -0.31, -0.78, 0.48]}

***

In terms of stability, (ii) leads; the second structure lies 1.102 eV higher.